(1)
Molecular formula: C12H21N2O
Method: DFT, ωB97M-V with the def2-TZVPD basis set

XYZ file:
```
36
Properties=species:S:1:pos:R:3:forces:R:3
C 2.411 -1.783 -0.261 3.168 -2.289 -0.307
C 1.212 -2.306 -0.255 -2.256 1.387 -0.698
C 2.924 -0.409 -0.387 0.250 0.083 0.056
C -0.190 -0.357 -0.747 3.468 0.327 1.017
C 2.000 0.648 -0.696 -3.752 0.096 1.118
C -1.466 -3.189 0.818 0.656 1.111 2.018
C -0.954 2.129 0.924 -1.569 -0.376 0.737
C -3.054 2.193 -0.502 0.573 -2.892 -1.056
C 3.074 1.448 1.396 1.563 2.582 -2.381
C -1.299 0.511 -1.082 0.199 0.527 -0.979
C -1.174 -2.656 -0.543 -0.324 1.307 -1.516
C -1.959 1.279 0.091 -0.287 -0.687 0.871
N -0.102 -1.608 -0.500 0.735 -0.895 0.135
N 2.312 0.505 0.634 -0.544 0.327 -1.212
O 1.770 1.660 -1.520 -0.113 1.428 1.669
H 3.241 -2.593 -0.194 -1.464 1.495 0.018
H 1.017 -3.358 -0.207 0.344 -0.324 0.236
H 3.992 -0.180 -0.602 -0.735 -0.621 0.026
H -1.091 -4.153 1.121 0.471 -0.323 -0.383
H -1.035 -2.430 1.586 -1.000 -1.264 -1.107
H -2.531 -3.254 0.930 -0.522 0.109 0.343
H -0.836 3.066 0.394 0.456 0.289 -0.152
H 0.006 1.681 1.222 -0.391 -0.101 -0.282
H -1.516 2.395 1.851 0.681 -0.053 -0.467
H -3.652 1.554 -1.173 0.008 0.227 0.139
H -3.742 2.589 0.176 -0.633 0.942 1.293
H -2.580 2.882 -1.136 0.414 1.459 -0.659
H 2.557 2.466 1.452 0.583 -1.626 0.442
H 4.081 1.639 0.897 -1.098 0.145 -0.004
H 3.435 1.017 2.268 -0.348 -0.519 2.145
H -2.115 -0.037 -1.604 0.554 0.546 -0.208
H -0.681 1.241 -1.734 -1.780 -0.639 0.338
H -0.783 -3.274 -1.332 -0.037 -1.136 0.119
H -2.090 -2.253 -1.016 0.538 0.286 0.477
H -2.517 0.499 0.722 1.074 0.969 -0.546
H 1.334 2.437 -0.993 1.120 -1.899 -1.238
```
Positions in Å, forces in eV/Å.

Values from the calculation:
Lowest unoccupied orbital energy (spin up / spin down) ... -3.081 / -3.081 eV
Maximum force ... 3.92 eV Å⁻¹
HOMO-LUMO gap (spin up / spin down) ... 8.726 / 8.727 eV
Calculated total energy ... -654.1444 Eh
Relative energy (zero: lowest compared OMol25 entry of this formula, charge and spin) ... 6.488 eV
Charge ... +1
HOMO (spin up / spin down) ... -11.81 / -11.81 eV

(2)
Molecular formula: C12H21N3
Method: DFT, ωB97M-V with the def2-TZVPD basis set

XYZ file:
```
36
Properties=species:S:1:pos:R:3:forces:R:3
C 0.944 3.243 -1.088 -0.035 1.487 0.437
C 1.682 2.150 -1.816 -1.102 0.218 -0.252
C 0.794 1.588 -2.947 0.340 0.235 -1.248
C 0.608 2.474 -4.141 0.497 -1.963 3.459
N 0.570 3.122 -5.060 -0.232 1.772 -2.492
H -0.078 2.979 -0.818 0.132 -0.165 0.293
H 0.862 4.196 -1.611 -0.189 -0.262 -0.987
H 1.504 3.657 -0.250 -0.048 -0.767 0.628
H 1.817 1.317 -1.125 0.426 -0.001 -0.029
H 2.629 2.563 -2.163 0.071 -0.491 -0.176
H -0.196 1.295 -2.597 0.002 0.144 0.207
H 1.243 0.695 -3.383 0.076 -0.196 0.153
C -1.603 -1.480 -1.244 -0.239 -0.062 0.082
C -3.050 -1.387 -0.654 2.084 -3.030 -0.442
C -3.590 -0.073 -0.413 -1.304 0.861 1.666
C -3.378 0.852 -1.444 0.419 1.495 -1.140
N -3.192 1.617 -2.274 0.137 0.297 -0.453
H -1.428 -2.516 -1.534 0.169 -0.032 0.221
H -0.823 -1.160 -0.553 -0.161 -0.198 0.436
H -1.350 -0.898 -2.131 -0.798 0.196 -0.226
H -3.000 -1.806 0.351 0.090 -0.590 -0.093
H -3.702 -2.063 -1.208 -0.079 0.279 -0.266
H -3.130 0.238 0.525 -0.168 0.792 -0.076
H -4.668 -0.124 -0.262 -0.088 -0.010 0.308
C 1.105 -1.521 1.837 -0.407 1.021 0.788
C 1.638 -2.413 2.910 0.408 -3.241 -0.181
C 2.355 -1.940 4.157 1.166 1.509 -0.450
C 1.940 -0.601 4.512 -1.479 2.869 2.623
N 1.642 0.445 4.953 0.699 -2.413 -1.451
H 0.884 -2.101 0.941 0.261 0.180 -0.008
H 1.788 -0.688 1.675 -0.111 0.027 -0.485
H 0.162 -1.127 2.216 -0.081 0.431 -0.315
H 2.297 -3.126 2.414 0.450 -0.022 0.048
H 0.842 -3.100 3.198 -0.308 0.174 0.329
H 3.411 -1.716 4.006 0.418 -0.361 -0.846
H 2.472 -2.594 5.021 -1.013 -0.179 -0.060
```
Positions in Å, forces in eV/Å.

Values from the calculation:
Lowest unoccupied orbital energy ... 0.321 eV
Maximum force ... 4.16 eV Å⁻¹
HOMO-LUMO gap ... 11.676 eV
Calculated total energy ... -634.0308 Eh
Relative energy (zero: lowest compared OMol25 entry of this formula, charge and spin) ... 1.543 eV
HOMO ... -11.35 eV

(3)
Molecular formula: C12H21N3O2S
Method: DFT, ωB97M-V with the def2-TZVPD basis set

XYZ file:
```
39
Properties=species:S:1:pos:R:3:forces:R:3
C -2.966 3.014 -0.984 0.006 0.103 -0.030
C -3.029 1.697 -1.031 -0.027 -0.141 0.066
C -3.996 0.880 -0.229 -0.283 0.397 -0.157
N -3.401 -0.335 0.265 0.085 -0.871 0.095
C -2.353 -0.498 1.129 -0.060 -0.447 0.245
C -1.627 0.614 1.796 0.311 -0.026 0.096
C -0.116 0.507 1.566 -0.190 0.067 -0.397
C 0.250 0.736 0.093 0.709 0.194 0.476
O -0.403 -0.173 -0.755 -0.103 -0.280 -0.367
C 1.770 0.628 -0.103 -0.286 0.210 -0.151
O 2.140 -0.696 0.212 -0.286 0.080 0.005
C 3.528 -0.930 0.280 0.234 -0.140 -0.215
C 4.236 -0.909 -1.077 -0.121 0.004 0.281
C 5.679 -1.378 -0.947 -0.209 0.102 -0.045
N -2.093 -1.755 1.314 0.610 0.239 0.599
N -2.979 -2.429 0.541 -0.324 0.902 -0.329
C -3.806 -1.591 -0.127 0.124 -0.258 0.178
S -5.033 -1.972 -1.146 -0.633 -0.315 -0.588
H -2.277 3.571 -1.596 0.137 0.066 -0.174
H -3.614 3.595 -0.347 -0.127 0.067 0.190
H -2.374 1.122 -1.669 0.105 -0.027 -0.142
H -4.413 1.459 0.602 0.008 -0.062 -0.099
H -4.823 0.551 -0.875 0.125 0.042 0.208
H -1.823 0.560 2.870 -0.094 0.083 -0.060
H -1.993 1.567 1.417 -0.041 0.004 0.094
H 0.395 1.252 2.176 0.062 -0.003 0.061
H 0.222 -0.486 1.861 0.065 0.046 0.083
H -0.085 1.731 -0.223 0.099 -0.047 0.065
H 0.005 -1.036 -0.604 -0.061 -0.030 -0.023
H 2.292 1.342 0.550 -0.017 -0.027 -0.011
H 2.013 0.864 -1.148 -0.017 0.001 0.100
H 3.618 -1.924 0.726 0.112 0.089 0.011
H 3.997 -0.199 0.956 -0.025 -0.077 -0.003
H 3.693 -1.562 -1.763 -0.060 0.045 -0.025
H 4.219 0.102 -1.487 -0.054 -0.010 -0.065
H 5.719 -2.397 -0.569 0.067 -0.118 0.041
H 6.175 -1.350 -1.914 0.115 -0.023 -0.031
H 6.229 -0.736 -0.261 0.134 0.032 0.064
H -2.979 -3.434 0.499 -0.088 0.129 -0.044
```
Positions in Å, forces in eV/Å.

Values from the calculation:
Lowest unoccupied orbital energy ... 0.765 eV
Maximum force ... 1.01 eV Å⁻¹
HOMO-LUMO gap ... 8.443 eV
Calculated total energy ... -1182.7638 Eh
Relative energy (zero: lowest compared OMol25 entry of this formula, charge and spin) ... 1.117 eV
HOMO ... -7.68 eV

What is the relative energy (zero: lowest compared OMol25 entry of this formula, charge and spin) in the third record?
1.117 eV

Which of these has the highest relative energy (zero: lowest compared OMol25 entry of this formula, charge and spin)?
C12H21N2O